Version a
{
  "formula": "CH5NO2",
  "method": "ωB97M-V with the def2-TZVPD basis set",
  "species": ["C", "O", "H", "H", "N", "O", "H", "H", "H"],
  "xyz": [[-2.11, -0.26, -0.11], [-1.16, -0.43, 0.58], [-2.23, -0.90, -1.00], [-2.77, 0.52, 0.23], [1.80, -0.28, 0.21], [1.24, 1.03, 0.39], [2.13, -0.31, -0.77], [1.03, -0.92, 0.20], [2.07, 1.55, 0.27]],
  "orbital_gap_ev": 9.865,
  "charge": 0,
  "homo_ha": -0.3273
}


Version b
{
  "formula": "CH5NO2",
  "method": "ωB97M-V with the def2-TZVPD basis set",
  "species": ["N", "C", "O", "H", "H", "H", "O", "H", "H"],
  "xyz": [[1.09, 0.05, 0.06], [0.75, -1.20, 0.45], [-0.41, -1.45, 0.65], [0.41, 0.84, 0.02], [2.06, 0.38, -0.04], [1.54, -1.95, 0.61], [-1.51, 1.30, -0.50], [-1.82, 0.50, -0.10], [-2.11, 1.53, -1.15]],
  "orbital_gap_ev": 10.987,
  "charge": 0,
  "homo_ha": -0.3675
}


Version c
{
  "formula": "CH5NO2",
  "method": "ωB97M-V with the def2-TZVPD basis set",
  "species": ["C", "N", "O", "O", "H", "H", "H", "H", "H"],
  "xyz": [[-0.83, 0.13, 0.18], [0.02, -1.05, -0.01], [2.28, 0.52, -0.63], [1.11, -1.07, 0.56], [-0.96, 0.30, 1.30], [-0.13, 0.92, -0.23], [-1.93, 0.05, -0.31], [0.05, -1.54, -0.85], [3.11, 0.10, -0.92]],
  "orbital_gap_ev": [6.918, 6.911],
  "charge": 0,
  "homo_ha": [-0.3164, -0.3162]
}


We find version b to be the most stable, with the next structure 313.6 kJ/mol higher.


Version a
{
  "formula": "H17O9",
  "method": "ωB97M-V with the def2-TZVPD basis set",
  "species": ["O", "H", "H", "O", "H", "O", "H", "H", "O", "H", "H", "O", "H", "H", "O", "H", "H", "O", "H", "H", "O", "H", "H", "O", "H", "H"],
  "xyz": [[-0.93, -3.32, -0.68], [0.58, 1.47, 2.48], [-2.43, 0.85, 1.38], [1.16, -3.35, 0.92], [1.29, 0.25, -0.63], [-0.18, 3.16, -1.54], [0.61, 2.60, -1.58], [-0.80, 2.55, -1.13], [2.12, 0.74, -0.69], [-1.68, 3.39, 0.89], [-1.69, -0.21, 0.11], [-1.54, 0.54, 1.17], [-0.89, -3.57, -1.61], [1.89, 1.43, -0.04], [-0.80, 3.13, 1.18], [-0.65, -0.59, -1.08], [1.12, -2.63, 1.56], [1.33, 1.25, 3.04], [1.99, 1.01, 2.38], [0.18, -3.35, 0.78], [0.92, -1.08, -2.38], [0.46, -1.89, -2.65], [1.51, -1.37, -1.68], [-1.53, -0.80, -0.75], [-0.83, 2.16, 1.25], [-1.22, -2.38, -0.69]],
  "orbital_gap_ev": [10.549, 5.681],
  "spin_multiplicity": 2,
  "charge": 0,
  "homo_ha": [-0.4059, -0.4058]
}


Version b
{
  "formula": "H17O9",
  "method": "ωB97M-V with the def2-TZVPD basis set",
  "species": ["O", "H", "H", "O", "H", "O", "H", "H", "O", "H", "H", "O", "H", "H", "O", "H", "H", "O", "H", "H", "O", "H", "H", "O", "H", "H"],
  "xyz": [[2.58, 1.95, -0.30], [-1.77, -2.72, -0.33], [0.53, 0.21, 0.44], [2.67, -1.73, -0.72], [2.21, -0.94, -0.42], [-2.92, -1.73, -1.72], [-2.40, -1.47, -2.48], [-3.21, -0.92, -1.29], [-2.82, 0.82, 0.31], [3.03, 2.75, -0.67], [-1.90, 0.67, 0.02], [0.41, -0.25, -0.43], [0.61, 0.47, -1.05], [-3.25, 1.12, -0.50], [0.77, 0.96, 2.57], [1.72, 0.75, 2.68], [1.02, 1.46, 1.78], [-1.16, -3.33, 0.10], [-0.79, -3.82, -0.64], [3.56, -1.81, -0.31], [-1.73, 2.17, 3.05], [-1.78, 1.36, 2.51], [-0.77, 2.19, 3.13], [1.99, 1.09, -2.72], [2.00, 0.13, -2.81], [2.26, 1.49, -1.88]],
  "orbital_gap_ev": [9.984, 6.057],
  "spin_multiplicity": 2,
  "charge": 0,
  "homo_ha": [-0.3845, -0.3845]
}


We find version b to be the most stable, with the next structure 59.1 kJ/mol higher.


Version a
{
  "formula": "C5H14N2O",
  "method": "ωB97M-V with the def2-TZVPD basis set",
  "species": ["C", "C", "C", "C", "N", "C", "N", "H", "H", "H", "H", "H", "H", "H", "H", "H", "H", "H", "H", "H", "H", "O"],
  "xyz": [[-0.31, 0.56, -1.67], [-0.32, -0.75, -0.93], [0.47, -0.63, 0.38], [0.12, -1.34, 1.46], [0.79, -1.31, 2.77], [0.09, -1.44, 3.81], [-1.60, 0.69, -2.47], [-0.30, 1.44, -1.00], [0.52, 0.61, -2.38], [-1.26, -1.34, -0.73], [0.26, -1.52, -1.49], [1.23, 0.15, 0.45], [-0.80, -1.99, 1.38], [1.75, -1.01, 2.59], [0.51, -1.44, 4.84], [-0.98, -1.61, 3.92], [-2.39, 0.79, -1.84], [-1.57, 1.38, -3.23], [-1.69, -0.15, -3.11], [1.84, 2.87, -1.71], [2.00, 3.37, -0.25], [1.64, 2.66, -0.79]],
  "orbital_gap_ev": 9.724,
  "charge": 2,
  "homo_ha": -0.6518
}


Version b
{
  "formula": "C5H14N2O",
  "method": "ωB97M-V with the def2-TZVPD basis set",
  "species": ["N", "C", "C", "C", "C", "N", "C", "O", "H", "H", "H", "H", "H", "H", "H", "H", "H", "H", "H", "H", "H", "H"],
  "xyz": [[0.03, 2.84, 2.56], [-0.09, 2.25, 1.25], [0.08, 0.92, 0.99], [0.02, 0.40, -0.35], [0.36, -1.16, -0.51], [1.13, -1.48, -1.81], [-0.96, -1.98, -0.61], [-0.99, -2.39, -1.95], [-0.62, 3.56, 2.65], [0.87, 3.41, 2.64], [-0.13, 2.03, 3.30], [-0.05, 2.94, 0.42], [0.22, 0.14, 1.82], [-0.78, 0.63, -1.01], [0.92, 0.74, -0.93], [0.95, -1.47, 0.42], [0.83, -2.50, -2.04], [2.13, -1.56, -1.57], [0.87, -0.90, -2.65], [-1.81, -1.27, -0.30], [-1.03, -2.88, 0.02], [-1.95, -2.26, -2.33]],
  "orbital_gap_ev": 11.062,
  "charge": 2,
  "homo_ha": -0.6558
}


We find version a to be the most stable, with the next structure 52.3 kJ/mol higher.


Version a
{
  "formula": "C5H13N2S",
  "method": "ωB97M-V with the def2-TZVPD basis set",
  "species": ["C", "C", "C", "C", "C", "N", "N", "S", "H", "H", "H", "H", "H", "H", "H", "H", "H", "H", "H", "H", "H"],
  "xyz": [[-1.39, 0.48, -1.17], [-1.05, -1.33, 0.50], [-0.13, 0.88, -0.52], [0.44, -0.36, 0.12], [1.45, -1.08, -0.76], [-0.25, 1.86, 0.62], [0.98, 0.06, 1.45], [-2.42, -0.28, 0.07], [-1.85, 1.31, -1.66], [-1.17, -0.32, -1.88], [-1.11, -2.21, -0.12], [-1.06, -1.62, 1.56], [0.50, 1.09, -1.33], [2.15, -0.39, -1.00], [1.04, -1.36, -1.77], [1.87, -1.98, -0.25], [-1.20, 1.76, 0.72], [0.30, 2.79, 0.43], [2.02, -0.14, 1.34], [0.60, -0.37, 2.35], [0.28, 1.19, 1.30]],
  "orbital_gap_ev": 9.857,
  "charge": 1,
  "homo_ha": -0.4727
}


Version b
{
  "formula": "C5H13N2S",
  "method": "ωB97M-V with the def2-TZVPD basis set",
  "species": ["C", "C", "C", "C", "C", "N", "N", "S", "H", "H", "H", "H", "H", "H", "H", "H", "H", "H", "H", "H", "H"],
  "xyz": [[2.31, 0.10, -2.15], [-0.46, 0.31, -1.27], [0.18, -1.07, 0.69], [-0.73, 0.00, 0.26], [-2.13, -0.41, 0.58], [1.01, -0.99, 1.69], [-0.42, 1.21, 0.90], [1.16, 1.26, -1.52], [3.25, -0.04, -1.64], [2.45, 0.29, -3.19], [-0.40, -0.53, -1.87], [-1.24, 0.88, -1.77], [-0.15, -2.01, 0.08], [-2.61, -1.21, -0.05], [-2.85, 0.37, 0.64], [-1.99, -0.75, 1.54], [1.16, -0.06, 2.19], [1.52, -1.73, 2.19], [-1.10, 1.99, 0.82], [1.32, 1.10, -0.09], [-0.29, 1.27, 1.95]],
  "orbital_gap_ev": [5.324, 5.322],
  "charge": 1,
  "homo_ha": [-0.3798, -0.3798]
}


We find version a to be the most stable, with the next structure 329.4 kJ/mol higher.